# C43H89N3O11S4

7 unconnected molecules or ions with the total composition C43H89N3O11S4 (ωB97M-V/def2-TZVPD, OMol25).

Values from the calculation:
SMILES string: CC1(C)CCCC(C)(C)N1O.CC1(C)CCCC(C)(C)N1O.CC1(C)CCCC(C)(C)N1O.O=S1(=O)CCCC1.O=S1(=O)CCCC1.O=S1(=O)CCCC1.O=S1(=O)CCCC1
HOMO energy: -8.18 eV
E_tot: -116360.105 eV
F_max: 3.04 eV/Å
Relative energy (zero: lowest compared OMol25 entry of this formula, charge and spin): 5.5 kJ/mol

Each line ends with the Löwdin charge.
Positions of all 150 atoms, in Å:
C (-6.244, -6.145, -2.371)  -0.021
C (-6.484, -5.012, -1.346)  -0.514
C (-7.979, -4.638, -1.426)  -0.046
C (-6.374, -5.525, 0.116)  -0.124
C (-4.888, -5.775, 0.453)  -0.161
C (-4.009, -4.574, 0.038)  -0.129
C (-4.232, -3.867, -1.317)  -0.484
C (-3.761, -2.429, -1.113)  -0.046
C (-3.541, -4.603, -2.467)  -0.025
N (-5.699, -3.790, -1.480)  -0.117
O (-6.130, -2.940, -2.528)  -0.017
H (-7.136, -6.618, -2.798)  0.081
H (-5.866, -5.584, -3.229)  0.069
H (-5.713, -7.020, -2.000)  0.081
H (-8.584, -5.477, -1.105)  0.084
H (-8.159, -3.768, -0.789)  0.086
H (-8.183, -4.227, -2.419)  0.078
H (-6.478, -4.641, 0.756)  0.122
H (-7.081, -6.325, 0.296)  0.119
H (-4.623, -5.960, 1.493)  0.113
H (-4.542, -6.631, -0.139)  0.098
H (-2.976, -4.938, 0.086)  0.126
H (-3.976, -3.787, 0.795)  0.094
H (-3.616, -1.875, -2.047)  0.078
H (-2.827, -2.325, -0.556)  0.076
H (-4.486, -1.821, -0.572)  0.072
H (-2.453, -4.508, -2.427)  0.087
H (-3.994, -4.407, -3.441)  0.075
H (-3.634, -5.694, -2.453)  0.075
H (-6.046, -3.487, -3.329)  0.090
C (-0.457, 2.262, -0.091)  -0.022
C (-0.004, 1.507, -1.373)  -0.501
C (-1.229, 0.720, -1.867)  -0.033
C (0.254, 2.589, -2.425)  -0.140
C (0.994, 1.927, -3.621)  -0.162
C (2.372, 1.467, -3.128)  -0.121
C (2.475, 1.025, -1.599)  -0.474
C (3.476, -0.144, -1.650)  -0.019
C (3.044, 2.199, -0.796)  -0.033
N (1.145, 0.662, -1.147)  -0.098
O (1.053, -0.103, 0.038)  -0.004
H (-1.370, 2.857, -0.092)  0.084
H (-0.595, 1.462, 0.642)  0.056
H (0.350, 2.915, 0.251)  0.079
H (-1.032, -0.041, -2.628)  0.081
H (-1.837, 0.209, -1.113)  0.064
H (-1.924, 1.398, -2.368)  0.081
H (-0.579, 3.003, -2.993)  0.118
H (0.848, 3.425, -2.059)  0.106
H (0.382, 1.087, -3.945)  0.100
H (1.131, 2.695, -4.381)  0.110
H (3.015, 2.358, -3.216)  0.110
H (2.972, 0.874, -3.826)  0.107
H (3.067, -0.899, -2.320)  0.074
H (3.569, -0.443, -0.606)  0.076
H (4.392, 0.185, -2.134)  0.089
H (3.120, 1.975, 0.271)  0.090
H (2.530, 3.142, -0.965)  0.070
H (4.072, 2.416, -1.104)  0.059
H (0.866, -0.976, -0.326)  0.076
C (6.501, 5.392, 1.306)  -0.032
C (7.092, 4.813, 0.024)  -0.501
C (6.170, 4.935, -1.196)  -0.028
C (8.391, 5.575, -0.287)  -0.143
C (9.282, 4.915, -1.334)  -0.177
C (9.588, 3.494, -0.875)  -0.147
C (8.360, 2.659, -0.477)  -0.494
C (7.794, 2.033, -1.819)  -0.023
C (8.869, 1.424, 0.331)  -0.038
N (7.380, 3.383, 0.294)  -0.117
O (6.243, 2.606, 0.471)  -0.019
H (6.905, 4.976, 2.227)  0.089
H (6.502, 6.480, 1.238)  0.086
H (5.446, 5.098, 1.394)  0.078
H (5.250, 4.372, -0.986)  0.061
H (5.822, 5.951, -1.392)  0.089
H (6.474, 4.449, -2.122)  0.069
H (8.175, 6.619, -0.511)  0.121
H (8.976, 5.543, 0.642)  0.122
H (8.768, 4.933, -2.302)  0.107
H (10.225, 5.436, -1.500)  0.111
H (10.108, 3.665, 0.079)  0.118
H (10.200, 2.860, -1.507)  0.116
H (6.840, 2.380, -2.207)  0.058
H (7.717, 0.959, -1.625)  0.066
H (8.539, 2.022, -2.617)  0.076
H (8.043, 0.768, 0.590)  0.076
H (9.266, 1.838, 1.263)  0.082
H (9.683, 0.921, -0.185)  0.085
H (5.922, 2.643, 1.380)  0.112
O (-4.593, 3.007, -0.293)  -0.346
S (-5.070, 1.625, -0.301)  0.663
O (-4.334, 0.606, 0.377)  -0.339
C (-6.820, 1.583, 0.274)  -0.214
C (-7.508, 0.617, -0.695)  -0.211
C (-6.968, 1.001, -2.088)  -0.204
C (-5.440, 0.974, -1.970)  -0.203
H (-7.229, 2.583, 0.131)  0.102
H (-6.690, 1.314, 1.320)  0.099
H (-7.138, -0.352, -0.345)  0.115
H (-8.590, 0.609, -0.590)  0.115
H (-7.367, 1.947, -2.449)  0.117
H (-7.311, 0.239, -2.790)  0.114
H (-5.048, 1.620, -2.755)  0.104
H (-4.989, -0.011, -2.037)  0.076
O (3.275, -6.680, -0.409)  -0.325
S (3.686, -5.297, -0.330)  0.680
O (5.097, -4.998, -0.180)  -0.337
C (3.130, -4.347, -1.790)  -0.203
C (2.024, -3.454, -1.209)  -0.238
C (2.428, -3.006, 0.187)  -0.214
C (2.748, -4.345, 0.876)  -0.218
H (2.853, -5.057, -2.565)  0.102
H (3.989, -3.758, -2.106)  0.099
H (1.890, -2.645, -1.929)  0.094
H (1.125, -4.078, -1.198)  0.121
H (1.625, -2.469, 0.678)  0.094
H (3.376, -2.473, 0.105)  0.107
H (1.766, -4.815, 0.970)  0.097
H (3.277, -4.284, 1.821)  0.112
O (-2.766, 2.145, 6.340)  -0.337
S (-2.274, 3.455, 5.934)  0.682
O (-1.728, 4.390, 6.904)  -0.326
C (-1.244, 3.289, 4.527)  -0.244
C (-2.136, 3.265, 3.284)  -0.196
C (-3.634, 3.444, 3.645)  -0.199
C (-3.645, 4.230, 4.991)  -0.196
H (-0.536, 2.469, 4.558)  0.093
H (-0.696, 4.231, 4.450)  0.108
H (-1.897, 4.014, 2.537)  0.117
H (-1.969, 2.263, 2.888)  0.087
H (-4.263, 2.574, 3.847)  0.107
H (-4.111, 3.888, 2.772)  0.105
H (-4.567, 4.451, 5.512)  0.106
H (-3.076, 5.153, 4.809)  0.095
O (-0.077, -3.717, 2.795)  -0.330
S (-1.171, -3.180, 3.571)  0.693
O (-1.960, -4.159, 4.327)  -0.346
C (-0.634, -1.861, 4.752)  -0.177
C (-1.029, -0.475, 4.159)  -0.194
C (-1.481, -0.721, 2.726)  -0.226
C (-2.222, -2.025, 2.669)  -0.227
H (0.395, -2.058, 5.038)  0.102
H (-1.280, -2.116, 5.591)  0.094
H (-1.779, 0.019, 4.782)  0.104
H (-0.190, 0.222, 4.194)  0.103
H (-0.558, -0.904, 2.156)  0.107
H (-1.919, 0.103, 2.163)  0.096
H (-2.510, -2.476, 1.719)  0.075
H (-3.154, -2.071, 3.243)  0.117


# C44H108N4O20

12 unconnected molecules or ions with the total composition C44H108N4O20 (ωB97M-V/def2-TZVPD, OMol25).

Values from the calculation:
HOMO energy (alpha / beta): 0.40 / -6.86 eV
Total charge: -1
E_tot: -94277.796 eV
F_max: 4.10 eV/Å
2S+1: 2
Expectation value of S²: 0.751

Each line ends with the Löwdin charge.
Positions of all 176 atoms, in Å:
C (1.793, 0.433, 2.643)  -0.115
O (0.799, 1.037, 1.895)  -0.222
C (-0.557, 0.597, 2.192)  -0.123
C (-1.619, 1.245, 1.242)  -0.152
O (-1.194, 1.038, -0.145)  -0.212
C (-2.166, 1.159, -1.191)  -0.090
H (2.138, -0.495, 2.187)  0.079
H (1.543, 0.041, 3.629)  0.075
H (2.655, 1.093, 2.739)  0.071
H (-0.824, 0.897, 3.205)  0.106
H (-0.593, -0.482, 2.037)  0.107
H (-1.786, 2.318, 1.335)  0.097
H (-2.585, 0.795, 1.469)  0.097
H (-2.414, 2.209, -1.346)  0.073
H (-3.105, 0.668, -0.939)  0.066
H (-1.898, 0.732, -2.158)  0.055
C (1.804, 2.369, 5.647)  -0.087
O (2.982, 3.227, 5.522)  -0.180
C (3.880, 2.928, 4.497)  -0.234
C (5.278, 3.497, 4.703)  -0.199
O (5.352, 4.879, 5.025)  -0.171
C (4.946, 5.279, 6.397)  -0.076
H (2.102, 1.322, 5.695)  0.067
H (1.015, 2.402, 4.896)  0.069
H (1.242, 2.619, 6.547)  0.072
H (3.511, 3.333, 3.555)  0.115
H (3.994, 1.853, 4.357)  0.095
H (5.938, 3.241, 3.875)  0.126
H (5.666, 2.929, 5.549)  0.112
H (5.293, 6.258, 6.729)  0.071
H (5.200, 4.605, 7.214)  0.079
H (3.864, 5.416, 6.422)  0.071
C (-1.214, 5.019, -3.011)  -0.089
O (-2.286, 5.493, -3.819)  -0.194
C (-3.114, 4.409, -4.215)  -0.177
C (-4.196, 5.037, -5.234)  -0.198
O (-4.996, 6.080, -4.736)  -0.184
C (-4.637, 7.364, -5.291)  -0.093
H (-1.649, 4.708, -2.061)  0.069
H (-0.541, 5.845, -2.778)  0.096
H (-0.714, 4.151, -3.441)  0.075
H (-3.661, 3.906, -3.418)  0.118
H (-2.538, 3.738, -4.852)  0.104
H (-4.912, 4.269, -5.527)  0.100
H (-3.679, 5.298, -6.157)  0.111
H (-4.471, 7.467, -6.364)  0.080
H (-3.715, 7.624, -4.772)  0.081
H (-5.434, 8.022, -4.946)  0.083
C (-9.509, -1.459, 1.280)  -0.104
O (-8.210, -0.906, 1.153)  -0.245
C (-7.561, -0.786, -0.128)  -0.195
C (-6.349, 0.120, -0.136)  -0.235
O (-5.180, -0.383, 0.432)  -0.207
C (-5.323, -0.665, 1.833)  -0.139
H (-9.339, -2.508, 1.037)  0.084
H (-10.230, -0.917, 0.667)  0.081
H (-9.704, -1.367, 2.348)  0.087
H (-8.317, -0.398, -0.811)  0.116
H (-7.269, -1.785, -0.450)  0.124
H (-6.643, 1.084, 0.279)  0.128
H (-6.141, 0.307, -1.190)  0.121
H (-4.336, -0.651, 2.297)  0.056
H (-5.883, -1.581, 2.018)  0.075
H (-5.942, 0.099, 2.304)  0.072
C (-1.510, -4.015, 2.470)  -0.087
O (-2.185, -3.944, 1.229)  -0.203
C (-2.130, -2.742, 0.524)  -0.198
C (-2.999, -2.728, -0.769)  -0.166
O (-2.643, -3.529, -1.901)  -0.181
C (-2.590, -4.913, -1.649)  -0.129
H (-1.873, -4.796, 3.138)  0.092
H (-1.629, -3.061, 2.983)  0.062
H (-0.443, -4.126, 2.276)  0.057
H (-1.109, -2.601, 0.169)  0.114
H (-2.436, -1.885, 1.125)  0.105
H (-3.181, -1.704, -1.095)  0.105
H (-3.999, -2.986, -0.419)  0.115
H (-1.744, -5.239, -1.043)  0.078
H (-2.501, -5.538, -2.537)  0.079
H (-3.462, -5.244, -1.085)  0.086
C (1.270, -7.108, 2.711)  -0.118
O (1.475, -5.715, 2.563)  -0.203
C (2.671, -5.309, 1.850)  -0.160
C (2.812, -3.771, 1.682)  -0.140
O (2.928, -3.099, 2.955)  -0.242
C (1.887, -3.116, 3.920)  -0.084
H (0.257, -7.478, 2.869)  0.085
H (1.872, -7.604, 3.473)  0.080
H (1.573, -7.625, 1.801)  0.074
H (2.557, -5.740, 0.856)  0.114
H (3.597, -5.788, 2.168)  0.122
H (1.982, -3.311, 1.146)  0.112
H (3.697, -3.613, 1.065)  0.111
H (0.912, -2.972, 3.455)  0.073
H (2.075, -2.306, 4.624)  0.074
H (1.910, -3.990, 4.571)  0.090
C (5.436, 0.779, -6.982)  -0.110
O (4.204, 1.348, -6.507)  -0.178
C (3.056, 0.948, -7.296)  -0.189
C (1.723, 1.479, -6.819)  -0.200
O (1.389, 0.969, -5.517)  -0.181
C (0.131, 1.412, -5.068)  -0.108
H (6.324, 1.109, -6.443)  0.086
H (5.629, 1.138, -7.993)  0.076
H (5.446, -0.310, -7.037)  0.064
H (2.916, -0.133, -7.298)  0.122
H (3.282, 1.276, -8.311)  0.120
H (0.956, 1.238, -7.555)  0.122
H (1.738, 2.568, -6.805)  0.124
H (-0.650, 1.046, -5.735)  0.075
H (0.094, 2.501, -5.070)  0.078
H (-0.070, 1.048, -4.061)  0.085
C (1.539, -1.117, -1.092)  -0.136
O (2.661, -1.755, -1.584)  -0.173
C (3.291, -0.888, -2.540)  -0.170
C (4.445, -1.665, -3.242)  -0.221
O (3.862, -2.604, -4.086)  -0.176
C (4.721, -3.061, -5.163)  -0.069
H (0.780, -1.100, -1.873)  0.092
H (1.631, -0.112, -0.678)  0.083
H (1.109, -1.629, -0.231)  0.066
H (3.729, -0.062, -1.979)  0.112
H (2.731, -0.468, -3.376)  0.121
H (5.049, -2.068, -2.429)  0.116
H (5.041, -0.931, -3.785)  0.120
H (4.254, -3.825, -5.785)  0.084
H (5.585, -3.476, -4.644)  0.084
H (5.044, -2.249, -5.814)  0.060
C (5.017, -1.153, 0.684)  0.004
C (5.119, -0.511, 2.034)  -0.604
O (5.297, 0.670, 2.187)  0.042
N (5.092, -1.375, 3.031)  0.028
C (5.286, -1.071, 4.439)  -0.054
H (5.696, -1.999, 0.581)  0.090
H (5.334, -0.371, -0.007)  0.086
H (3.989, -1.474, 0.516)  0.062
H (4.603, -2.239, 2.842)  0.096
H (4.310, -1.121, 4.923)  0.072
H (5.778, -0.166, 4.797)  0.080
H (5.920, -1.837, 4.885)  0.077
C (0.005, 4.267, 0.501)  0.005
C (1.558, 4.222, 0.247)  -0.520
O (2.168, 5.224, -0.134)  0.003
N (2.128, 3.044, 0.525)  0.024
C (3.539, 2.728, 0.480)  -0.057
H (-0.277, 5.308, 0.342)  0.071
H (-0.143, 4.083, 1.565)  0.073
H (-0.572, 3.617, -0.157)  0.050
H (1.511, 2.285, 0.777)  0.083
H (4.143, 3.296, -0.228)  0.090
H (3.475, 1.663, 0.257)  0.065
H (4.076, 2.782, 1.428)  0.055
C (-5.166, 0.929, -5.446)  0.004
C (-3.813, 0.409, -4.912)  -0.582
O (-3.164, 1.153, -4.223)  0.039
N (-3.506, -0.824, -5.147)  0.022
C (-2.248, -1.481, -4.803)  -0.039
H (-5.573, 0.225, -6.172)  0.057
H (-5.173, 1.813, -6.085)  0.066
H (-5.955, 1.023, -4.700)  0.079
H (-3.978, -1.370, -5.854)  0.138
H (-1.568, -1.454, -5.655)  0.081
H (-2.612, -2.503, -4.701)  0.083
H (-1.702, -1.120, -3.931)  0.081
C (-0.990, -1.085, 5.655)  -0.101
C (-0.974, -2.216, 6.609)  -0.633
O (-0.186, -3.133, 6.405)  0.016
N (-1.945, -2.265, 7.553)  -0.023
C (-1.883, -3.250, 8.605)  -0.147
H (-1.237, -1.512, 4.683)  0.053
H (0.005, -0.643, 5.623)  0.067
H (-1.760, -0.362, 5.921)  0.004
H (-2.699, -1.599, 7.469)  0.055
H (-2.159, -4.216, 8.183)  0.073
H (-2.586, -2.932, 9.375)  0.067
H (-0.862, -3.348, 8.974)  0.080


> Which formula does entry 2 have?

C44H108N4O20


> Number 1 is which compound?

C43H89N3O11S4


> Which of these has the lowest F_max?

C43H89N3O11S4


> Which formula does entry 1 have?

C43H89N3O11S4